--- i ---
{
  "formula": "C5H13N2",
  "method": "the ωB97M-V functional and the def2-TZVPD basis",
  "homo_lumo_gap_ha": [0.1704, 0.3732],
  "multiplicity": 2,
  "symbols": ["C", "C", "C", "C", "C", "N", "N", "H", "H", "H", "H", "H", "H", "H", "H", "H", "H", "H", "H", "H"],
  "xyz": [[-0.814, 0.318, 1.952], [0.473, 0.276, 1.055], [0.013, 0.741, -0.380], [-0.237, -0.350, -1.378], [-1.457, -0.577, -1.899], [0.766, -1.460, -1.641], [1.526, 1.190, 1.472], [-1.414, 1.194, 1.658], [-1.589, -0.427, 1.679], [-0.580, 0.263, 3.015], [0.895, -0.762, 0.973], [0.966, 1.291, -0.637], [-0.776, 1.472, -0.269], [-1.649, -1.286, -2.726], [-2.305, 0.016, -1.597], [1.454, -1.411, -0.811], [0.217, -2.331, -1.726], [1.243, -1.439, -2.577], [1.931, 1.035, 2.404], [1.337, 2.246, 1.433]],
  "nbo_charge": [-0.64, -0.05, -0.46, 0.03, -0.49, -0.98, -0.87, 0.20, 0.22, 0.21, 0.17, 0.23, 0.23, 0.21, 0.20, 0.34, 0.26, 0.43, 0.37, 0.37]
}

---

--- ii ---
{
  "formula": "C5H13N2",
  "method": "the ωB97M-V functional and the def2-TZVPD basis",
  "homo_lumo_gap_ha": [0.1534, 0.3913],
  "multiplicity": 2,
  "symbols": ["N", "C", "C", "C", "C", "C", "N", "H", "H", "H", "H", "H", "H", "H", "H", "H", "H", "H", "H", "H"],
  "xyz": [[1.459, 0.828, -1.086], [0.501, 0.022, -0.252], [-0.933, 0.375, -0.575], [-1.894, -0.687, -0.027], [-3.109, -0.817, -0.565], [0.852, 0.164, 1.230], [2.192, -0.350, 1.468], [2.438, 0.618, -0.814], [1.326, 0.546, -2.101], [1.319, 1.869, -1.038], [0.764, -0.995, -0.557], [-1.213, 1.358, -0.189], [-1.066, 0.419, -1.656], [-1.376, -1.564, 0.354], [-3.456, -0.087, -1.282], [-3.774, -1.544, -0.111], [0.086, -0.262, 1.880], [0.904, 1.243, 1.397], [2.263, -1.312, 1.771], [2.717, 0.177, 2.152]],
  "nbo_charge": [-1.09, -0.11, -0.50, -0.19, -0.37, -0.24, -0.86, 0.41, 0.26, 0.29, 0.21, 0.23, 0.23, 0.19, 0.20, 0.20, 0.20, 0.20, 0.37, 0.37]
}

---

Here is how they stack up, most stable first: ii, i.